No. 1
DFT (wB97M-V/def2-TZVPD) results for a molecular structure, C26H23Br2CuN4OS.

Geometry (Å):
Cu -0.012 0.021 -0.337
C 1.955 -2.242 2.986
C 0.770 -1.746 2.209
O 0.945 -1.070 1.190
N -0.444 -2.067 2.670
C -1.686 -1.660 2.022
C -2.031 -0.219 2.304
C -2.800 0.112 3.413
C -3.075 1.441 3.680
C -2.570 2.405 2.824
C -1.822 1.987 1.738
N -1.551 0.708 1.466
H 2.600 -2.805 2.312
H 1.683 -2.870 3.832
H 2.520 -1.380 3.341
H -0.496 -2.589 3.528
H -2.473 -2.313 2.394
H -1.593 -1.820 0.951
H -3.180 -0.672 4.055
H -3.673 1.720 4.537
H -2.754 3.457 2.984
H -1.427 2.720 1.046
Br -2.221 -5.534 -3.265
C -1.619 -3.943 -2.436
C -0.334 -3.882 -1.924
C 0.094 -2.711 -1.309
C -0.733 -1.593 -1.208
C -2.016 -1.688 -1.742
C -2.470 -2.854 -2.349
H 0.322 -4.738 -2.004
H 1.100 -2.686 -0.903
H -2.701 -0.848 -1.691
H -3.472 -2.915 -2.753
S 2.595 3.832 0.113
C 1.245 2.791 -0.019
N 1.482 1.518 -0.030
C 2.857 1.282 0.043
C 3.481 0.033 -0.028
C 4.856 -0.013 0.023
C 5.621 1.157 0.145
C 5.021 2.394 0.199
C 3.627 2.443 0.137
H 0.251 3.203 -0.113
H 2.887 -0.863 -0.118
H 5.360 -0.969 -0.036
H 6.699 1.087 0.186
H 5.609 3.298 0.278
Br 1.459 0.547 -3.230
C -0.245 1.328 -3.058
C -0.812 1.948 -4.162
C -2.075 2.492 -4.024
C -2.727 2.392 -2.802
C -2.081 1.754 -1.765
N -0.849 1.237 -1.881
H -0.272 1.988 -5.096
H -2.549 2.980 -4.865
H -3.721 2.790 -2.657
H -2.555 1.624 -0.801

Values from the calculation:
- LUMO level (alpha / beta): -2.33 / -2.89 eV
- Total charge: +1
- DFT total energy: -8485.37938 hartree
- ΔE to the lowest compared entry with this formula, charge and spin: 0.0 kcal per mole
- 2S+1: 2
- E_HOMO (alpha / beta): -10.70 / -10.62 eV
- Kohn-Sham gap (alpha / beta): 0.30738 / 0.28417 Ha
- ⟨S²⟩: 0.753


No. 2
DFT (wB97M-V/def2-TZVPD) results for a molecular structure, C26H23Cl2N10NaO2.

Geometry (Å):
Na -0.733 -0.417 -0.286
Cl -6.800 3.047 -2.205
C -5.283 2.177 -2.302
C -4.577 1.929 -1.142
C -3.357 1.249 -1.143
N -2.606 1.099 0.037
C -3.245 0.964 1.183
O -4.453 0.755 1.438
C -2.391 1.075 2.448
C -2.751 0.277 3.543
C -2.089 0.428 4.741
C -1.103 1.407 4.843
C -0.813 2.147 3.715
N -1.419 1.981 2.535
C -2.828 0.805 -2.390
C -3.576 1.059 -3.552
C -4.782 1.731 -3.512
Cl -5.652 2.002 -5.007
N -1.624 0.107 -2.368
C -1.003 -0.279 -3.471
O -1.273 -0.084 -4.675
C 0.274 -1.097 -3.222
C 1.031 -1.476 -4.328
C 2.186 -2.213 -4.144
C 2.556 -2.574 -2.856
C 1.739 -2.160 -1.817
N 0.635 -1.431 -1.978
H -4.988 2.259 -0.200
H -3.566 -0.420 3.412
H -2.341 -0.193 5.593
H -0.566 1.582 5.766
H -0.042 2.912 3.749
H -3.181 0.726 -4.497
H 0.675 -1.170 -5.302
H 2.791 -2.511 -4.993
H 3.444 -3.152 -2.640
H 1.992 -2.440 -0.799
N -0.225 -1.543 1.763
C 0.856 -0.872 2.491
C 1.766 -0.119 1.537
N 1.066 0.940 0.822
C 1.942 1.933 0.213
C 2.318 1.590 -1.222
N 1.241 1.970 -2.131
H 0.074 -2.471 1.478
H -1.041 -1.653 2.351
H 0.415 -0.172 3.203
H 1.467 -1.579 3.064
H 2.645 0.266 2.082
H 2.178 -0.833 0.814
H 0.383 1.394 1.419
H 1.415 2.890 0.198
H 2.861 2.060 0.806
H 3.214 2.156 -1.495
H 2.579 0.523 -1.269
H 0.353 1.581 -1.821
H 1.396 1.581 -3.054
N 1.358 -4.261 1.440
C 2.510 -4.137 1.420
C 3.908 -3.984 1.394
C 4.614 -3.734 2.589
N 5.191 -3.529 3.570
C 4.601 -4.129 0.174
N 5.170 -4.248 -0.827

Values from the calculation:
- LUMO level: 3.78 eV
- Total charge: -2
- DFT total energy: -2785.50745 hartree
- ΔE to the lowest compared entry with this formula, charge and spin: 2.1 kcal per mole
- E_HOMO: -2.04 eV
- Kohn-Sham gap: 0.21392 Ha


No. 3
DFT (wB97M-V/def2-TZVPD) results for a molecular structure, C26H23Cl2N10NaO2 at a distorted geometry.

Geometry (Å):
Na 0.443 0.688 0.694
Cl 4.316 -4.609 -1.583
C 3.283 -3.199 -1.569
C 3.169 -2.446 -0.402
C 2.368 -1.318 -0.334
N 2.347 -0.488 0.775
C 2.267 -0.929 2.005
O 2.062 -2.091 2.449
C 2.455 0.173 3.027
C 2.956 -0.159 4.288
C 3.186 0.841 5.212
C 2.880 2.152 4.865
C 2.350 2.381 3.605
N 2.144 1.429 2.704
C 1.608 -0.911 -1.491
C 1.777 -1.677 -2.662
C 2.587 -2.802 -2.693
Cl 2.711 -3.700 -4.191
N 0.830 0.183 -1.341
C -0.182 0.571 -2.187
O 0.175 1.498 -3.373
C -1.091 -0.529 -2.705
C -1.159 -0.871 -4.057
C -1.963 -1.926 -4.443
C -2.701 -2.597 -3.477
C -2.602 -2.157 -2.168
N -1.823 -1.152 -1.787
H 3.727 -2.750 0.474
H 3.149 -1.200 4.510
H 3.590 0.609 6.191
H 3.039 2.970 5.556
H 2.071 3.386 3.301
H 1.287 -1.379 -3.574
H -0.579 -0.309 -4.775
H -2.009 -2.229 -5.483
H -3.331 -3.439 -3.734
H -3.179 -2.633 -1.379
N -0.721 2.768 1.234
C -2.089 2.515 1.707
C -2.671 1.331 0.942
N -1.829 0.149 1.100
C -2.391 -0.879 1.956
C -1.333 -1.910 2.362
N -0.651 -2.455 1.200
H -0.442 3.708 1.482
H -0.734 2.728 0.211
H -2.756 3.377 1.566
H -2.049 2.282 2.780
H -2.688 1.609 -0.108
H -3.704 1.151 1.275
H -1.635 -0.268 0.186
H -3.232 -1.407 1.467
H -2.789 -0.411 2.863
H -1.816 -2.683 2.983
H -0.586 -1.407 2.981
H -1.132 -3.252 0.806
H 0.301 -2.727 1.445
N -0.974 1.687 -1.643
C -0.603 2.375 -2.690
C -0.921 3.699 -3.083
C -0.464 4.285 -4.274
N -0.111 4.796 -5.252
C -1.733 4.462 -2.225
N -2.400 5.095 -1.520

Values from the calculation:
- LUMO level: 3.68 eV
- Total charge: -2
- DFT total energy: -2785.42718 hartree
- ΔE to the lowest compared entry with this formula, charge and spin: 52.5 kcal per mole
- E_HOMO: -1.32 eV
- Kohn-Sham gap: 0.18371 Ha


No. 4
DFT (wB97M-V/def2-TZVPD) results for a molecular structure, C26H23CoN7O2S5.

Geometry (Å):
Co 1.069 -1.100 -0.331
C 1.582 -3.049 3.319
C 1.416 -2.881 1.822
O 1.524 -1.657 1.393
C 1.180 -3.971 1.027
C 1.011 -3.940 -0.405
C 0.758 -5.214 -1.153
N 1.053 -2.817 -1.078
N 0.907 -2.858 -2.443
C 0.817 -1.604 -2.934
O 0.891 -0.542 -2.117
C 0.659 -1.385 -4.320
C 0.501 -2.464 -5.260
C 0.322 -2.216 -6.599
C 0.290 -0.894 -7.114
C 0.448 0.176 -6.202
C 0.628 -0.049 -4.855
H 1.581 -2.064 3.787
H 2.521 -3.557 3.561
H 0.762 -3.641 3.741
H 1.082 -4.934 1.516
H 0.871 -6.077 -0.492
H 1.434 -5.298 -2.007
H -0.257 -5.202 -1.570
H 0.518 -3.481 -4.882
H 0.187 -3.056 -7.279
H 0.137 -0.710 -8.174
H 0.418 1.200 -6.572
H 0.749 0.782 -4.169
S -2.729 -3.801 5.735
C -2.315 -2.814 4.471
S -2.337 -3.295 2.828
C -1.807 -1.800 2.062
C -1.514 -0.751 2.976
S -1.005 0.813 2.677
S -1.746 -1.208 4.666
S -1.688 -1.820 0.400
C -0.947 1.609 -0.841
C 0.400 1.752 -0.238
N 1.189 0.797 0.196
C 2.337 1.385 0.677
C 2.246 2.729 0.558
N 1.004 2.960 -0.025
C 0.446 4.254 -0.281
N -0.703 4.534 0.571
N -1.817 5.046 0.022
N -2.734 5.116 0.897
C -2.242 4.597 2.081
C -2.856 4.417 3.321
C -2.107 3.833 4.312
C -0.769 3.436 4.087
C -0.150 3.616 2.879
C -0.925 4.209 1.873
H -1.248 0.569 -0.764
H -0.927 1.888 -1.898
H -1.680 2.222 -0.311
H 3.127 0.787 1.106
H 2.915 3.533 0.821
H 0.090 4.354 -1.300
H 1.240 4.972 -0.109
H -3.889 4.704 3.473
H -2.555 3.648 5.279
H -0.223 2.946 4.883
H 0.858 3.265 2.705

Values from the calculation:
- LUMO level (alpha / beta): 4.02 / 3.47 eV
- Total charge: -2
- DFT total energy: -4912.09422 hartree
- ΔE to the lowest compared entry with this formula, charge and spin: 61.3 kcal per mole
- 2S+1: 4
- E_HOMO (alpha / beta): 1.58 / -1.14 eV
- Kohn-Sham gap (alpha / beta): 0.08951 / 0.16917 Ha
- ⟨S²⟩: 3.821